# 1
This record from OMol25 describes a cluster of 41 separate species, C14H107NO43 in total. The level of theory is ωB97M-V/def2-TZVPD.

Geometry as XYZ:
```
165
Properties=species:S:1:pos:R:3:forces:R:3
C 3.4147 -1.8363 3.7358 0.05 1.19 0.05
C 3.6538 -1.5080 2.1365 1.41 0.05 0.36
C 3.6302 -2.8270 1.1650 0.29 -0.33 0.85
C 2.1683 -3.5839 1.0651 1.05 -0.99 -0.61
C 1.6590 -3.5261 -0.4871 -0.49 -1.09 0.33
C 0.7854 -2.2146 -0.9100 0.60 0.00 -0.92
C 0.6974 -1.0185 0.1998 -1.21 0.52 -1.84
C -0.5730 -0.0109 -0.2125 0.68 0.87 -0.71
N -1.9616 -0.6036 -0.3005 1.07 0.87 1.25
C -2.8291 -0.2588 0.8898 -1.98 -1.31 0.28
C -4.3268 -0.9440 0.5997 -0.59 0.69 0.71
C -4.7241 -2.1085 1.6923 -1.13 -0.33 -1.02
C -4.5326 -3.5923 0.9889 -0.61 0.32 1.07
C -0.3314 1.0283 -1.4895 2.04 -0.53 -0.06
O -0.6180 2.4076 -0.9730 1.69 -0.17 3.27
C -0.1184 2.4118 0.4110 1.01 -0.27 1.40
O 0.5100 3.3408 1.1376 -4.69 -5.90 -5.19
O -0.4293 1.0251 0.8635 0.97 3.45 -0.20
H 4.4534 -1.9888 4.3011 -2.31 -0.06 -1.31
H 2.9593 -0.8407 4.2058 0.89 -2.29 -0.85
H 2.6583 -2.7059 3.9392 1.58 1.65 -0.36
H 4.7589 -1.0622 2.0659 -2.52 -1.00 0.06
H 2.9393 -0.6376 1.8201 1.17 -1.93 0.43
H 4.0613 -2.6095 0.0739 -1.13 -0.31 2.48
H 4.4039 -3.6017 1.6403 -1.60 1.83 -1.02
H 2.3916 -4.7334 1.2984 -0.64 2.44 -0.51
H 1.3878 -3.2470 1.8686 1.48 -0.41 -1.60
H 0.9723 -4.4857 -0.6681 1.40 2.07 0.34
H 2.6030 -3.6760 -1.1768 -2.13 0.43 1.54
H 1.3223 -1.7443 -1.8672 -1.27 -0.87 1.98
H -0.2574 -2.6045 -1.3071 1.93 1.05 1.08
H 1.6618 -0.3535 0.0784 -1.89 -1.43 0.69
H 0.4735 -1.3565 1.2965 0.62 0.61 -2.15
H -1.9622 -1.6460 -0.3474 0.53 1.20 0.07
H -3.0313 0.8829 1.0462 0.91 -2.40 -0.40
H -2.4150 -0.8189 1.8349 -0.79 1.48 -1.55
H -5.1471 -0.0879 0.7244 2.00 -1.77 -0.40
H -4.4384 -1.3293 -0.5102 0.44 0.64 2.45
H -4.2035 -1.9990 2.7346 -0.75 -0.28 -2.25
H -5.8938 -2.0043 1.9009 2.41 -0.19 -0.38
H -5.3963 -3.8124 0.1969 2.21 0.76 1.69
H -3.4729 -3.6417 0.4949 -2.04 -0.02 0.74
H -4.6222 -4.4121 1.8231 0.25 1.63 -1.66
H -0.9289 0.8361 -2.4822 1.06 0.51 2.34
H 0.8421 1.1214 -1.6700 -2.50 -0.67 -0.10
O -4.8334 2.1489 1.2638 0.06 0.57 0.18
H -4.9329 3.0065 0.8240 -0.12 -0.24 0.13
H -4.9151 2.3583 2.2064 -0.12 -0.09 -0.29
O -7.9055 0.7475 0.7128 -0.01 -0.08 -0.48
H -7.0181 0.8249 1.0941 -0.15 0.14 -0.06
H -7.8577 1.2726 -0.1002 0.11 -0.35 0.19
O -2.4506 3.4989 -2.9080 0.05 0.31 0.02
H -2.0653 4.2479 -3.3869 0.04 -0.40 -0.23
H -1.8008 3.3041 -2.2160 -0.24 -0.10 -0.13
O 2.1806 4.0317 3.4242 -0.25 -0.02 -0.08
H 1.4246 4.3216 3.9565 0.23 -0.03 -0.13
H 1.7782 3.6978 2.6084 0.04 0.03 0.28
O -4.4071 -4.7061 -1.7226 0.52 -0.39 -0.57
H -3.8184 -4.9714 -2.4451 -0.20 0.04 0.26
H -5.2912 -4.9398 -2.0432 -0.12 0.25 0.02
O 4.1827 -4.5033 -2.1814 0.34 0.57 -0.47
H 5.0701 -4.4259 -1.8001 -0.11 -0.40 0.01
H 4.2306 -3.9782 -2.9944 -0.08 -0.25 0.15
O 6.8494 -2.5158 1.4037 0.09 -0.35 0.03
H 7.2347 -1.7668 0.9248 -0.21 -0.31 0.33
H 7.4992 -2.7106 2.0956 -0.20 0.26 -0.45
O 4.6469 1.0873 0.9397 -0.06 0.53 -0.51
H 4.0312 1.6054 1.4795 0.20 -0.22 -0.02
H 4.8052 1.6460 0.1639 0.00 0.01 0.27
O -0.6201 5.2520 -4.9372 -0.78 -0.44 0.03
H 0.1647 5.2456 -5.5056 -0.02 0.30 0.31
H -1.3612 5.2281 -5.5610 0.19 0.10 -0.06
O 6.0769 -1.1925 -0.7660 -0.36 0.40 -0.62
H 5.3369 -1.5814 -1.2559 0.29 0.09 0.23
H 5.6696 -0.4755 -0.2569 -0.01 -0.23 0.11
O -0.8920 5.9416 -1.5086 0.03 -0.32 -0.03
H -1.1634 5.6149 -2.3796 0.23 0.30 0.15
H -0.6613 5.1381 -1.0186 0.04 0.28 -0.10
O 1.5548 6.6861 -5.4378 0.37 0.52 -0.19
H 1.4554 7.5438 -5.8776 0.02 -0.42 0.13
H 1.4732 6.8955 -4.4952 -0.05 0.09 0.08
O -4.0318 -2.1852 4.9278 0.04 0.04 0.14
H -3.7810 -2.6681 5.7296 -0.16 0.32 -0.13
H -3.9038 -1.2546 5.1653 0.06 -0.34 -0.08
O -4.2335 -1.9781 7.7167 -0.25 0.00 0.46
H -4.3232 -2.5602 8.4861 0.06 -0.05 0.04
H -4.9600 -1.3447 7.8163 0.26 -0.20 -0.14
O -2.1201 5.9422 -7.6721 -0.47 -0.52 0.24
H -1.3353 5.9358 -8.2404 -0.22 0.32 0.04
H -2.8612 5.9183 -8.2959 0.36 0.04 0.22
O -7.0531 -4.3568 -2.8108 -0.31 0.24 -0.22
H -7.6688 -3.8387 -2.2710 0.28 -0.16 -0.08
H -6.8948 -3.7981 -3.5866 0.00 -0.14 0.32
O -3.5452 2.6432 -5.6313 -0.21 0.43 0.12
H -3.6446 3.5009 -6.0711 0.11 -0.32 -0.01
H -3.6268 2.8526 -4.6887 0.18 -0.08 -0.01
O -0.2071 6.0621 3.2090 -0.23 -0.19 -0.31
H 0.3816 5.7968 2.4866 -0.01 0.10 0.18
H -1.0912 5.8284 2.8884 0.26 0.09 0.14
O -0.7829 7.2607 -9.4778 0.60 0.22 -0.59
H -0.1030 7.2387 -10.1679 -0.24 0.00 0.23
H -0.9307 8.2061 -9.3248 -0.03 -0.07 -0.08
O 0.3548 -1.2666 4.8932 -0.06 0.33 0.21
H 0.2554 -0.4090 4.4534 -0.11 -0.27 0.16
H 0.2732 -1.0572 5.8358 0.01 -0.08 -0.31
O 9.0929 -2.3046 -0.1630 0.15 -0.10 -0.27
H 9.6816 -2.5699 -0.8854 -0.22 0.11 0.10
H 8.2088 -2.5383 -0.4835 0.26 -0.05 0.11
O -3.3173 -6.3134 1.7582 0.56 -0.11 -0.10
H -2.4299 -6.2360 2.1396 -0.34 -0.09 -0.07
H -3.2694 -5.7883 0.9453 -0.19 -0.13 0.17
O -7.2173 -3.1107 4.8799 0.16 0.26 -0.06
H -6.3299 -3.0333 5.2612 -0.12 0.04 -0.27
H -7.1694 -2.5856 4.0669 0.07 -0.24 0.27
O 7.5647 -1.3975 3.7162 -0.11 0.15 0.76
H 6.9002 -2.0104 4.0651 -0.04 0.28 -0.06
H 7.1184 -0.5375 3.7266 0.19 -0.29 -0.10
O 1.2647 7.9717 -2.3838 -0.13 -0.18 0.18
H 0.6002 7.3588 -2.0349 0.07 -0.07 0.05
H 0.8184 8.8317 -2.3734 0.12 -0.25 -0.26
O -1.0531 10.2677 -9.7754 -0.20 0.44 0.00
H -1.6688 10.7857 -9.2355 0.19 -0.21 -0.14
H -0.8948 10.8263 -10.5512 0.00 -0.28 0.22
O -5.4506 -8.4801 2.7555 0.30 0.06 0.16
H -5.0653 -7.7311 2.2765 0.05 -0.13 0.12
H -4.8008 -8.6749 3.4474 -0.27 0.10 -0.30
O 5.7587 -6.4738 -0.9995 -0.22 -0.20 0.29
H 5.0869 -6.9275 -1.5303 0.22 0.27 0.05
H 5.3378 -6.3633 -0.1337 0.21 -0.04 -0.21
O -3.2985 -3.9253 10.0933 0.09 0.21 0.40
H -2.3519 -4.0910 9.9699 -0.12 -0.03 -0.17
H -3.3662 -3.6273 11.0129 -0.08 -0.11 -0.32
O 9.4171 -2.4163 -2.9623 0.26 0.34 -0.24
H 10.0970 -2.4383 -3.6524 -0.23 -0.22 -0.03
H 9.2693 -1.4709 -2.8093 -0.08 -0.28 0.05
O -5.5829 -1.1830 -2.3556 0.00 0.33 -0.50
H -4.9030 -1.2050 -3.0457 -0.18 -0.04 0.24
H -5.7307 -0.2376 -2.2026 0.05 -0.31 0.01
O 0.2799 10.0327 -3.8786 -0.11 0.33 -0.71
H 1.0647 10.0263 -4.4469 -0.17 -0.01 0.30
H -0.4612 10.0089 -4.5024 0.18 -0.02 0.32
O -1.2649 -3.3119 8.2363 -0.20 -0.01 -0.38
H -2.1833 -3.0034 8.2225 0.25 0.12 -0.05
H -1.0684 -3.5040 7.3070 0.03 0.01 0.32
O -1.9829 0.8754 3.4947 0.22 0.56 0.35
H -1.3030 0.8534 2.8046 -0.23 0.00 -0.05
H -2.1307 1.8207 3.6477 0.11 -0.32 0.01
O 7.7494 -4.3465 4.8426 0.31 0.24 0.05
H 8.1347 -3.5975 4.3637 0.07 -0.25 0.17
H 8.3992 -4.5413 5.5346 -0.26 0.07 -0.24
O -0.5920 9.1630 2.8686 -0.12 -0.27 -0.17
H -0.8634 8.8363 1.9977 0.15 0.14 0.33
H -0.3613 8.3595 3.3586 -0.01 0.09 -0.19
O 7.6682 -5.8807 -3.5460 0.24 0.27 0.15
H 7.9190 -6.3635 -2.7442 -0.20 0.15 -0.19
H 7.7962 -4.9500 -3.3085 -0.02 -0.26 0.03
O 9.9408 -3.8021 -5.8009 0.03 -0.37 0.04
H 10.5471 -4.4575 -6.1773 -0.20 0.25 0.13
H 9.1955 -4.3307 -5.4781 0.18 0.12 -0.05
O -1.2335 0.9201 -5.8084 0.06 -0.33 0.48
H -1.3232 0.3380 -5.0390 0.06 0.18 -0.39
H -1.9600 1.5535 -5.7088 -0.09 0.12 -0.14
O -7.7413 3.2016 1.7973 -0.36 0.49 0.37
H -8.4131 2.7479 1.2666 0.30 -0.10 0.35
H -8.1622 3.3121 2.6631 0.14 0.01 -0.32
```
Positions in Å, forces in eV/Å.

spin multiplicity = 1
E_tot = -105780.3124 eV
highest occupied orbital energy = -9.3429 eV

Atom charges from the Mulliken analysis, given in e for atoms 1 to 99:
1. C -0.825
2. C 0.924
3. C 0.253
4. C -0.539
5. C -0.275
6. C -0.325
7. C 0.090
8. C -0.112
9. N 0.080
10. C -0.158
11. C 0.694
12. C -0.054
13. C -0.793
14. C -0.351
15. O -0.346
16. C 0.300
17. O -0.605
18. O -0.045
19. H 0.119
20. H 0.208
21. H 0.195
22. H 0.074
23. H -0.474
24. H -0.554
25. H 0.147
26. H 0.335
27. H 0.260
28. H 0.376
29. H -0.088
30. H 0.140
31. H 0.212
32. H 0.110
33. H -0.113
34. H 0.161
35. H 0.280
36. H 0.035
37. H -0.761
38. H 0.271
39. H 0.137
40. H 0.039
41. H 0.141
42. H -0.058
43. H 0.505
44. H 0.075
45. H 0.331
46. O -0.539
47. H 0.239
48. H 0.273
49. O -0.711
50. H 0.371
51. H 0.308
52. O -0.507
53. H 0.316
54. H 0.413
55. O -0.654
56. H 0.312
57. H 0.430
58. O -0.512
59. H 0.237
60. H 0.316
61. O -0.627
62. H 0.306
63. H 0.279
64. O -0.499
65. H 0.256
66. H 0.260
67. O -0.551
68. H 0.236
69. H 0.281
70. O -0.506
71. H 0.295
72. H 0.292
73. O -0.555
74. H 0.256
75. H 0.261
76. O -0.667
77. H 0.248
78. H 0.304
79. O -0.629
80. H 0.263
81. H 0.355
82. O -0.569
83. H 0.258
84. H 0.249
85. O -0.586
86. H 0.315
87. H 0.252
88. O -0.650
89. H 0.345
90. H 0.288
91. O -0.645
92. H 0.310
93. H 0.307
94. O -0.706
95. H 0.307
96. H 0.287
97. O -0.671
98. H 0.336
99. H 0.318

# 2
This record from OMol25 describes a cluster of 2 separate species, C14H10BCl2N2O8 in total. The level of theory is ωB97M-V/def2-TZVPD.

Geometry as XYZ:
```
37
Properties=species:S:1:pos:R:3:forces:R:3
N -1.4475 -1.1182 2.9821 1.92 1.44 -0.37
C -0.5319 -0.4525 2.6928 -2.26 -1.72 0.19
C 0.5725 0.3742 2.3440 -0.46 1.68 0.66
C 0.4467 1.7365 2.3886 -0.11 -1.42 -0.22
C -0.8145 2.3511 2.6135 -2.29 1.15 0.42
N -1.8368 2.8656 2.8387 1.94 -0.97 -0.34
C 1.5945 2.6479 2.2285 -0.04 1.37 -0.36
O 1.4334 3.8619 2.1778 0.46 -1.69 0.14
C 2.9354 1.9959 2.1684 -0.04 -1.29 0.08
Cl 4.2671 3.0427 2.0835 0.18 0.15 -0.03
C 3.0733 0.6397 2.2148 -0.20 1.24 -0.06
Cl 4.5940 -0.1127 2.2329 0.14 -0.11 -0.08
C 1.8928 -0.2746 2.2639 0.38 -1.81 -0.48
O 1.9894 -1.4959 2.2613 0.12 1.94 0.16
C -0.5307 -4.4354 -1.2540 0.17 -0.07 -0.10
C -0.8676 -3.0643 -0.7144 -0.31 0.38 0.26
O -0.2540 -2.0918 -1.3899 -0.54 -0.79 0.38
B -0.5431 -0.6922 -1.0394 0.60 0.11 2.25
H -0.0714 -0.4217 0.1883 -0.63 -0.33 -1.82
O 0.0656 0.0852 -2.1141 0.93 0.53 0.10
C 1.2531 0.6648 -2.0004 -0.28 -0.22 0.59
C 1.6646 1.1926 -3.3571 -0.01 0.15 0.00
O 1.9269 0.7511 -0.9785 -0.42 0.03 -1.02
O -1.9990 -0.4823 -1.1085 -0.21 1.04 0.11
C -2.4539 0.7086 -0.7256 0.53 -0.21 0.11
C -3.9479 0.8272 -0.9097 -0.11 -0.14 0.01
O -1.7686 1.6173 -0.2753 -0.49 -0.60 -0.34
O -1.6274 -2.9159 0.2278 0.67 -0.12 -0.66
H -0.0034 -4.3710 -2.2104 -0.10 -0.05 0.22
H 0.0920 -4.9512 -0.5199 0.04 0.03 -0.06
H -1.4478 -5.0132 -1.3567 -0.02 0.03 -0.03
H 0.7992 1.6538 -3.8495 0.25 -0.12 0.14
H 2.4779 1.9009 -3.2640 0.14 0.12 0.02
H 1.9924 0.3514 -3.9744 -0.06 0.05 0.08
H -4.3897 -0.1468 -1.1463 0.10 0.28 0.07
H -4.3847 1.2388 -0.0016 -0.01 -0.01 0.03
H -4.1508 1.5327 -1.7171 0.02 -0.03 -0.02
```
Positions in Å, forces in eV/Å.

charge = -1
spin multiplicity = 1
E_tot = -59766.0075 eV
highest occupied orbital energy = -6.0312 eV

In elementary charge units, the natural (NBO) charges are:
1. N -0.214
2. C 0.240
3. C -0.002
4. C -0.169
5. C 0.278
6. N -0.247
7. C 0.512
8. O -0.461
9. C -0.116
10. Cl 0.087
11. C -0.100
12. Cl 0.091
13. C 0.486
14. O -0.437
15. C -0.712
16. C 0.803
17. O -0.693
18. B 0.873
19. H -0.154
20. O -0.685
21. C 0.829
22. C -0.712
23. O -0.658
24. O -0.678
25. C 0.815
26. C -0.712
27. O -0.649
28. O -0.617
29. H 0.216
30. H 0.225
31. H 0.220
32. H 0.228
33. H 0.213
34. H 0.226
35. H 0.223
36. H 0.229
37. H 0.220

# 3
This record from OMol25 describes a structure of composition C14H10BrCl5IPtTe. The level of theory is ωB97M-V/def2-TZVPD.

Geometry as XYZ:
```
33
Properties=species:S:1:pos:R:3:forces:R:3
Pt -0.8032 -0.6038 -0.2966 1.15 -0.60 1.16
Cl 2.2218 -0.8901 -0.6096 -0.24 0.21 -0.65
C 1.7502 -1.3374 0.9786 -0.79 -0.03 0.32
C 0.3836 -1.2575 1.2515 -1.06 -1.14 -0.02
C -0.0373 -1.6627 2.5195 0.31 0.05 -0.44
Cl -1.7212 -1.6900 2.8646 -0.08 -0.04 0.56
C 0.8702 -2.0859 3.4899 0.28 0.13 -0.05
Cl 0.3255 -2.5454 5.0483 0.00 0.00 -0.04
C 2.2391 -2.1315 3.1862 -0.19 0.10 -0.29
Cl 3.3608 -2.6232 4.3727 0.08 -0.05 0.03
C 2.6873 -1.7725 1.9038 -0.28 0.02 0.48
Cl 4.3433 -1.8657 1.4922 -0.01 0.04 -0.04
C -4.1723 -1.6407 -1.7881 0.51 0.12 0.06
Te -3.1984 -1.8045 0.1360 1.10 0.14 -0.61
C -2.6994 -3.8846 -0.0727 -0.08 0.15 0.10
H -3.5238 -1.9751 -2.5952 0.07 -0.02 0.10
H -4.4268 -0.5947 -1.9370 -0.02 0.06 0.05
H -5.0854 -2.2300 -1.7865 0.00 -0.09 0.23
H -3.5028 -4.4679 0.3681 -0.10 0.06 0.00
H -1.7771 -4.0934 0.4555 0.11 0.16 0.11
H -2.5851 -4.1330 -1.1211 0.00 0.12 -0.13
Br -1.6813 4.8015 -0.9870 0.22 0.14 0.00
C 0.0960 4.2241 -1.2812 -0.37 -0.16 0.07
C 1.1388 5.1357 -1.1805 -0.11 -0.07 -0.04
C 2.4431 4.7207 -1.3854 -0.03 -0.09 -0.01
C 2.7197 3.3960 -1.6859 -0.07 0.05 -0.02
C 1.6850 2.4813 -1.7991 -0.04 -0.16 -0.02
C 0.3829 2.9001 -1.5930 -0.12 -0.23 0.21
I -1.2261 1.5041 -1.8075 -0.38 1.00 -1.10
H 0.9196 6.1650 -0.9414 -0.04 0.05 0.00
H 3.2432 5.4399 -1.3135 0.09 0.06 0.03
H 3.7367 3.0707 -1.8407 0.07 -0.03 -0.03
H 1.8919 1.4516 -2.0444 0.02 -0.01 -0.04
```
Positions in Å, forces in eV/Å.

charge = +1
spin multiplicity = 1
E_tot = -165967.3560 eV
highest occupied orbital energy = -11.6371 eV

In elementary charge units, the natural (NBO) charges are:
1. Pt 0.368
2. Cl 0.072
3. C -0.106
4. C -0.207
5. C -0.090
6. Cl 0.053
7. C -0.083
8. Cl 0.094
9. C -0.070
10. Cl 0.106
11. C -0.088
12. Cl 0.100
13. C -0.901
14. Te 0.908
15. C -0.863
16. H 0.243
17. H 0.243
18. H 0.253
19. H 0.246
20. H 0.253
21. H 0.244
22. Br 0.111
23. C -0.122
24. C -0.215
25. C -0.167
26. C -0.194
27. C -0.224
28. C -0.155
29. I 0.238
30. H 0.247
31. H 0.237
32. H 0.236
33. H 0.231

# 4
This record from OMol25 describes an isolated molecule of C14H10BrN3O3S. The level of theory is ωB97M-V/def2-TZVPD.

Geometry as XYZ:
```
32
Properties=species:S:1:pos:R:3:forces:R:3
N -2.3749 -4.5196 5.2393 1.14 2.32 0.82
C -1.8002 -3.2624 5.0056 1.43 -2.46 -0.72
O -0.8412 -2.9041 5.6301 0.35 0.62 0.77
C -2.2165 -2.4528 3.7898 -0.97 1.49 0.07
N -1.1804 -2.1272 2.7889 0.25 -0.82 0.86
N -1.0801 -0.8550 2.2713 -0.02 0.38 0.04
C -0.4619 -1.0386 1.1526 -1.66 4.42 -0.04
C -0.2984 0.0348 0.1230 0.96 -0.89 1.13
C -0.7080 1.3161 0.3465 1.38 0.51 -2.85
C -0.2025 2.1446 -0.7509 1.09 -0.21 0.04
C 0.6507 1.5070 -1.6982 -1.99 1.33 2.84
C 1.3825 2.2401 -2.7468 -1.92 -0.12 -1.49
C 0.6071 3.1121 -3.6733 2.34 -1.06 2.01
C 1.2402 3.6997 -4.7111 3.02 -0.48 -1.45
C 2.6438 3.3787 -4.9156 -1.56 -0.41 -0.82
Br 3.4403 3.7404 -6.6457 -0.32 0.17 0.83
C 3.2830 2.4749 -4.1070 2.21 -0.67 -1.56
C 2.6978 1.8927 -3.0260 -2.61 1.51 0.74
S 0.7808 -0.1630 -1.2569 -0.64 0.28 0.35
O -0.1865 -2.2488 0.8899 1.72 -4.22 -1.11
C -0.6290 -3.0369 1.9364 -1.95 -3.31 0.20
O -0.7162 -4.2859 1.9338 0.79 3.73 0.10
H -2.9863 -4.8433 4.5694 -1.37 -0.97 -1.55
H -1.7801 -5.1990 5.6874 -0.07 0.21 0.15
H -3.0383 -2.9111 3.2302 -0.12 0.12 0.27
H -2.5325 -1.4767 4.2719 0.21 -0.93 -1.08
H -1.2438 1.6626 1.2071 -0.22 0.02 0.12
H -0.2352 3.2456 -0.7292 -0.34 -0.65 -0.16
H -0.3943 3.4072 -3.5474 -1.28 -0.39 0.62
H 0.7496 4.2164 -5.5293 -0.15 0.29 0.46
H 4.2322 1.9748 -4.3987 -0.41 1.13 -0.01
H 3.1982 1.2769 -2.3372 0.73 -0.94 0.43
```
Positions in Å, forces in eV/Å.

SMILES string = NC(=O)Cn1nc(-c2ccc(-c3ccc(Br)cc3)s2)oc1=O
spin multiplicity = 1
E_tot = -106169.3929 eV
highest occupied orbital energy = -8.4336 eV

In elementary charge units, the natural (NBO) charges are:
1. N -0.819
2. C 0.663
3. O -0.571
4. C -0.310
5. N -0.258
6. N -0.288
7. C 0.489
8. C -0.277
9. C -0.193
10. C -0.236
11. C -0.218
12. C -0.046
13. C -0.188
14. C -0.221
15. C -0.057
16. Br 0.043
17. C -0.230
18. C -0.199
19. S 0.475
20. O -0.427
21. C 0.827
22. O -0.616
23. H 0.380
24. H 0.409
25. H 0.210
26. H 0.261
27. H 0.250
28. H 0.225
29. H 0.227
30. H 0.234
31. H 0.232
32. H 0.227

Question: Which value of E_tot does entry 3 give?
Answer: -165967.3560 eV

Question: Which of these has the highest E_tot?
Answer: C14H10BCl2N2O8

Question: E_tot of number 2 (C14H10BCl2N2O8)?
Answer: -59766.0075 eV

Question: Number 2 is which compound?
Answer: C14H10BCl2N2O8